[1]
{
  "formula": "C33H59ClN2O12P3",
  "method": "ωB97M-V/def2-TZVPD",
  "symbols": ["C", "C", "P", "C", "O", "C", "O", "C", "C", "Cl", "C", "N", "C", "C", "C", "N", "C", "C", "C", "C", "C", "C", "C", "O", "C", "C", "C", "O", "C", "H", "H", "H", "H", "H", "H", "H", "H", "H", "H", "H", "H", "H", "H", "H", "H", "H", "H", "H", "H", "H", "H", "H", "H", "H", "H", "H", "H", "H", "O", "P", "O", "C", "C", "O", "C", "C", "O", "C", "C", "H", "H", "H", "H", "H", "H", "H", "H", "H", "H", "H", "H", "H", "H", "H", "O", "P", "O", "C", "C", "O", "C", "C", "O", "C", "C", "H", "H", "H", "H", "H", "H", "H", "H", "H", "H", "H", "H", "H", "H", "H"],
  "xyz": [[-0.515, 2.069, 3.923], [-1.270, 0.905, 3.195], [-1.037, 0.895, 1.357], [-0.662, -0.892, 0.950], [0.377, 1.809, 0.948], [0.263, 2.447, -0.243], [-0.565, 3.300, -0.439], [1.174, 2.096, -1.421], [2.411, 2.771, -1.571], [2.851, 3.937, -0.370], [3.208, 2.473, -2.659], [2.863, 1.551, -3.565], [3.699, 1.235, -4.747], [4.648, 0.040, -4.529], [3.967, -1.356, -4.432], [4.758, -2.183, -3.489], [3.986, -2.540, -2.273], [4.983, -2.751, -1.130], [5.160, -3.999, -0.526], [6.097, -4.157, 0.497], [6.846, -3.049, 0.900], [6.684, -1.797, 0.315], [5.730, -1.649, -0.694], [5.572, -0.371, -1.225], [1.695, 0.914, -3.418], [0.813, 1.114, -2.373], [-0.491, 0.344, -2.207], [-1.271, 0.229, -3.379], [-1.305, 1.426, -4.166], [-0.785, 2.063, 4.988], [0.560, 1.878, 3.787], [-0.827, 3.007, 3.440], [-2.339, 0.883, 3.457], [-0.851, -0.032, 3.614], [0.363, -0.962, 0.550], [-1.386, -1.198, 0.182], [-0.798, -1.537, 1.833], [4.154, 3.015, -2.759], [3.090, 1.169, -5.662], [4.337, 2.123, -4.903], [5.334, 0.202, -3.682], [5.300, 0.008, -5.422], [3.980, -1.850, -5.420], [2.914, -1.333, -4.104], [5.013, -3.037, -3.973], [3.402, -3.456, -2.470], [3.322, -1.697, -2.016], [4.563, -4.859, -0.837], [6.266, -5.094, 1.030], [7.576, -3.147, 1.707], [7.271, -0.924, 0.608], [4.682, -0.059, -1.013], [1.426, 0.175, -4.179], [-1.122, 0.717, -1.379], [-0.204, -0.690, -1.931], [-1.270, 2.355, -3.577], [-2.229, 1.381, -4.764], [-0.487, 1.362, -4.910], [0.116, -4.326, -4.138], [-0.747, -5.204, -5.000], [-0.624, -4.433, -6.446], [0.615, -4.490, -7.154], [0.864, -5.861, -7.755], [-2.210, -4.655, -4.469], [-2.361, -4.186, -3.128], [-2.369, -2.670, -3.104], [-1.457, -6.540, -5.635], [-2.808, -6.603, -6.120], [-3.101, -5.751, -7.333], [1.436, -4.203, -6.488], [0.556, -3.745, -7.948], [0.991, -6.616, -6.974], [1.764, -5.852, -8.371], [0.022, -6.175, -8.371], [-1.579, -4.586, -2.483], [-3.312, -4.569, -2.751], [-1.552, -2.256, -3.692], [-2.291, -2.297, -2.080], [-3.293, -2.287, -3.541], [-3.513, -6.402, -5.315], [-2.959, -7.649, -6.393], [-3.122, -4.690, -7.083], [-4.080, -6.012, -7.739], [-2.353, -5.898, -8.112], [-3.781, 3.555, 6.899], [-4.121, 4.313, 8.148], [-3.930, 5.861, 7.637], [-4.882, 6.407, 6.723], [-6.214, 6.691, 7.393], [-2.694, 4.063, 8.943], [-1.947, 2.868, 8.719], [-0.778, 3.147, 7.795], [-4.851, 4.740, 9.558], [-4.187, 5.344, 10.678], [-3.631, 6.728, 10.432], [-5.012, 5.730, 5.874], [-4.455, 7.336, 6.343], [-6.693, 5.766, 7.724], [-6.890, 7.197, 6.702], [-6.081, 7.318, 8.274], [-2.584, 2.077, 8.321], [-1.578, 2.523, 9.688], [-1.082, 3.716, 6.916], [-0.314, 2.214, 7.465], [-0.023, 3.745, 8.308], [-3.425, 4.676, 11.076], [-4.953, 5.417, 11.453], [-2.754, 6.699, 9.785], [-3.325, 7.175, 11.379], [-4.372, 7.376, 9.966]],
  "forces_ev_per_angstrom": [[-0.702, -0.620, -0.828], [1.674, -0.400, 1.023], [-2.262, 0.011, -0.505], [0.410, 0.483, 0.369], [0.921, -0.990, -0.609], [-1.435, 1.109, 0.235], [0.830, -0.568, -0.156], [0.865, -0.569, 0.336], [-1.157, -0.563, 0.304], [0.168, -0.331, -0.609], [1.033, 0.996, 0.598], [-0.986, -0.095, 0.078], [1.591, 0.661, -0.357], [-0.412, -0.235, -0.641], [0.796, -0.279, 0.264], [-0.999, 0.113, -0.458], [1.146, -0.294, 0.130], [-0.677, 0.115, -0.359], [0.259, -0.007, 0.262], [0.137, 0.552, 0.156], [0.349, 0.037, 0.262], [-0.412, -0.153, -0.480], [0.450, -0.316, 0.698], [-0.317, -0.080, -0.069], [-0.883, -1.115, -0.512], [0.077, 1.251, 1.203], [-0.006, -0.954, -0.200], [0.503, 0.662, 0.102], [-0.277, -0.592, -0.835], [0.169, 0.149, -0.399], [-0.314, 0.440, 0.205], [0.390, -0.053, 0.459], [0.252, 0.268, -0.598], [-0.233, 0.280, -0.272], [-0.320, -0.252, 0.207], [0.291, 0.088, 0.183], [0.272, 0.219, -0.334], [-0.288, -0.415, -0.289], [-0.168, -0.231, 0.641], [-0.347, -0.274, 0.107], [-0.540, -0.081, -0.073], [-0.223, 0.192, 0.357], [-0.142, 0.376, 0.279], [0.294, 0.159, -0.155], [0.086, 0.017, 0.260], [-0.119, 0.424, 0.422], [0.034, -0.333, -0.198], [0.111, 0.333, -0.049], [-0.243, 0.137, -0.399], [-0.229, -0.076, -0.279], [-0.181, -0.323, 0.026], [0.135, -0.122, -0.012], [0.262, 0.353, 0.162], [0.461, 0.289, -0.271], [-0.214, 0.346, -0.121], [-0.001, -0.311, -0.117], [0.234, 0.130, 0.441], [-0.191, 0.478, 0.379], [1.886, -3.355, 0.336], [-5.585, 4.860, -2.197], [0.424, -0.543, 0.387], [0.175, -0.041, -0.216], [0.023, -0.079, 0.101], [0.333, -0.609, 0.050], [-0.022, 0.364, 0.100], [-0.087, 0.075, -0.069], [3.104, -0.541, 1.431], [-0.974, -0.503, -0.196], [0.199, 0.457, 0.094], [-0.040, 0.024, 0.021], [-0.130, 0.041, 0.086], [0.047, -0.001, -0.037], [-0.008, 0.020, 0.032], [0.019, 0.050, -0.026], [0.064, 0.048, -0.091], [-0.015, -0.076, -0.157], [0.112, -0.144, 0.086], [-0.066, -0.008, 0.001], [-0.004, 0.011, 0.057], [0.196, 0.192, 0.079], [0.362, -0.031, 0.091], [0.044, -0.020, -0.005], [0.027, -0.153, 0.104], [-0.036, -0.060, -0.014], [-3.629, -1.235, 0.608], [6.568, 3.725, 1.371], [-0.603, -0.530, 0.055], [-0.200, 0.173, -0.150], [-0.040, -0.112, 0.048], [-0.618, -0.203, 0.175], [0.276, 0.034, -0.242], [0.206, 0.094, -0.010], [-1.952, -1.826, -2.099], [0.146, 0.180, 1.037], [0.255, -0.015, -0.419], [0.056, -0.004, 0.016], [0.136, -0.068, 0.071], [-0.039, 0.031, -0.037], [0.030, -0.030, -0.012], [0.018, 0.034, -0.042], [-0.013, 0.091, -0.083], [-0.067, 0.133, 0.058], [-0.199, -0.128, 0.000], [0.034, 0.008, 0.055], [0.012, -0.055, 0.021], [0.049, -0.053, -0.270], [-0.219, -0.127, -0.261], [-0.047, -0.005, -0.028], [-0.109, -0.133, 0.070], [-0.027, 0.002, 0.059]],
  "total_charge": 1
}

=====

[2]
{
  "formula": "C33H59N5O23",
  "method": "ωB97M-V/def2-TZVPD",
  "symbols": ["C", "C", "O", "C", "O", "O", "H", "H", "H", "H", "C", "C", "O", "C", "O", "O", "H", "H", "H", "H", "C", "C", "O", "C", "O", "O", "H", "H", "H", "H", "C", "C", "O", "C", "O", "O", "H", "H", "H", "H", "C", "C", "O", "C", "O", "O", "H", "H", "H", "H", "C", "C", "O", "C", "O", "O", "H", "H", "H", "H", "C", "C", "O", "N", "C", "H", "H", "H", "H", "H", "H", "H", "C", "C", "O", "N", "C", "H", "H", "H", "H", "H", "H", "H", "C", "C", "O", "N", "C", "H", "H", "H", "H", "H", "H", "H", "C", "C", "O", "N", "C", "H", "H", "H", "H", "H", "H", "H", "C", "C", "O", "N", "C", "H", "H", "H", "H", "H", "H", "H"],
  "xyz": [[-4.964, 2.711, 3.364], [-3.508, 2.254, 3.457], [-3.251, 1.793, 2.126], [-4.150, 2.344, 1.284], [-4.118, 2.248, 0.099], [-5.093, 3.028, 1.979], [-5.137, 3.584, 3.986], [-5.635, 1.887, 3.607], [-3.340, 1.449, 4.167], [-2.810, 3.066, 3.673], [-0.489, 1.512, 0.448], [0.002, 1.173, -0.960], [-0.298, -0.234, -1.059], [-0.514, -0.729, 0.171], [-0.520, -1.904, 0.421], [-0.599, 0.233, 1.091], [-1.436, 2.035, 0.324], [0.179, 2.127, 1.038], [1.068, 1.349, -1.098], [-0.546, 1.742, -1.704], [-0.915, -3.712, -2.369], [-2.100, -4.271, -3.181], [-1.807, -3.872, -4.533], [-0.656, -3.189, -4.582], [-0.188, -2.710, -5.565], [-0.110, -3.061, -3.353], [-0.364, -4.492, -1.849], [-1.234, -2.940, -1.674], [-3.042, -3.822, -2.878], [-2.170, -5.356, -3.185], [3.082, 0.005, 0.201], [4.533, 0.078, 0.659], [4.419, 0.209, 2.066], [3.183, 0.705, 2.355], [2.839, 1.080, 3.422], [2.401, 0.705, 1.241], [2.637, -0.972, 0.022], [2.993, 0.570, -0.729], [5.048, 0.941, 0.234], [5.094, -0.810, 0.368], [4.293, 5.250, -0.817], [4.479, 3.718, -0.916], [3.183, 3.208, -0.637], [2.292, 4.211, -0.492], [1.125, 4.078, -0.336], [2.885, 5.414, -0.716], [4.661, 5.785, -1.689], [4.795, 5.647, 0.066], [5.175, 3.390, -0.146], [4.837, 3.423, -1.899], [-1.906, 6.773, 2.162], [-0.538, 7.403, 2.342], [0.246, 6.285, 2.814], [-0.362, 5.134, 2.441], [0.094, 4.052, 2.578], [-1.574, 5.401, 1.886], [-2.474, 7.162, 1.322], [-2.507, 6.795, 3.071], [-0.536, 8.184, 3.096], [-0.058, 7.716, 1.416], [1.845, -6.808, -1.228], [2.935, -6.449, -0.249], [3.598, -7.316, 0.297], [3.159, -5.134, 0.001], [2.458, -3.961, -0.510], [1.118, -7.441, -0.726], [2.314, -7.359, -2.041], [1.378, -5.919, -1.653], [3.862, -4.986, 0.708], [2.996, -3.128, -0.067], [1.396, -3.908, -0.269], [2.567, -3.898, -1.595], [2.274, -0.105, -7.489], [1.992, 0.492, -6.131], [2.220, 1.672, -5.897], [1.572, -0.373, -5.188], [1.223, -0.076, -3.819], [3.314, 0.143, -7.701], [1.616, 0.306, -8.250], [2.177, -1.191, -7.515], [1.515, -1.348, -5.427], [1.703, 0.837, -3.475], [1.475, -0.936, -3.200], [0.137, 0.023, -3.733], [-3.919, 3.366, -4.434], [-2.867, 3.422, -3.353], [-2.042, 2.529, -3.243], [-2.901, 4.483, -2.516], [-2.006, 4.583, -1.380], [-3.401, 3.219, -5.379], [-4.616, 4.199, -4.450], [-4.484, 2.448, -4.263], [-3.719, 5.064, -2.496], [-1.982, 3.656, -0.811], [-2.390, 5.333, -0.693], [-1.000, 4.830, -1.710], [-2.472, -4.535, 1.054], [-1.727, -4.655, 2.352], [-2.243, -4.375, 3.428], [-0.454, -5.102, 2.265], [0.377, -5.294, 3.421], [-3.467, -4.964, 1.067], [-1.894, -4.905, 0.203], [-2.577, -3.462, 0.856], [-0.124, -5.330, 1.346], [0.605, -4.372, 3.956], [1.306, -5.789, 3.146], [-0.119, -5.956, 4.138], [-1.126, -3.467, 6.789], [-0.416, -2.419, 5.965], [0.527, -1.784, 6.424], [-0.951, -2.152, 4.757], [-0.516, -1.079, 3.877], [-0.796, -4.481, 6.565], [-2.201, -3.434, 6.586], [-1.019, -3.253, 7.848], [-1.634, -2.770, 4.339], [-1.339, -0.401, 3.652], [-0.181, -1.540, 2.946], [0.333, -0.530, 4.274]],
  "forces_ev_per_angstrom": [[0.736, -0.322, 0.186], [0.068, 0.133, -0.015], [-0.129, -0.088, -0.075], [0.076, 0.012, 0.232], [0.020, 0.074, -0.027], [-0.098, 0.064, -0.111], [-0.303, 0.058, -0.129], [-0.188, 0.159, 0.052], [-0.031, -0.089, -0.098], [-0.068, 0.033, -0.020], [0.293, 0.542, -0.473], [0.017, 0.489, 0.370], [0.026, -0.082, -0.038], [0.749, 0.385, 0.203], [-0.377, -0.331, -0.088], [-0.520, -0.064, -0.390], [-0.313, -0.466, 0.617], [0.089, -0.020, -0.064], [0.004, -0.246, 0.030], [-0.088, -0.236, -0.222], [-0.694, 0.338, -0.164], [0.296, 0.107, -0.253], [-0.118, -0.081, 0.178], [-0.096, 0.304, 0.350], [0.146, -0.188, -0.209], [0.269, -0.421, -0.128], [0.213, 0.076, -0.087], [0.097, -0.171, 0.236], [-0.072, -0.067, -0.079], [-0.041, -0.018, 0.175], [0.244, 0.968, -0.773], [-0.188, -0.659, -0.458], [0.030, 0.054, 0.066], [-0.113, -0.087, -0.108], [0.006, 0.061, 0.086], [0.164, -0.267, 0.109], [0.152, -0.185, 0.429], [-0.241, -0.006, 0.092], [-0.079, 0.135, 0.125], [0.065, -0.046, 0.386], [0.374, -0.256, -0.016], [0.359, 0.872, 0.216], [-0.052, -0.228, 0.194], [0.092, 0.537, -1.108], [-0.118, -0.172, 0.349], [-0.040, -0.256, 0.433], [-0.131, -0.034, -0.072], [-0.220, 0.077, 0.055], [-0.032, -0.242, -0.057], [-0.265, -0.267, -0.042], [0.091, -0.325, -0.312], [0.301, -0.515, 0.181], [-0.273, 0.116, 0.097], [0.027, 0.329, -0.087], [0.024, -0.261, 0.076], [-0.086, 0.052, 0.150], [-0.001, 0.049, 0.015], [0.008, 0.142, 0.022], [0.163, 0.065, -0.051], [-0.287, 0.284, -0.072], [0.238, 0.491, -0.206], [0.103, -0.303, 0.138], [-0.102, 0.123, -0.028], [-0.243, 0.062, 0.209], [0.595, -0.389, -0.238], [-0.070, -0.064, -0.050], [-0.106, -0.159, 0.025], [-0.168, -0.162, 0.020], [0.015, 0.005, -0.026], [-0.333, 0.279, -0.069], [0.051, 0.028, 0.272], [-0.038, 0.115, 0.001], [0.242, -0.377, 0.098], [0.291, 0.289, 0.473], [-0.228, 0.074, -0.066], [0.297, -0.582, -0.054], [-0.479, -0.042, -0.165], [-0.097, 0.092, -0.286], [0.057, 0.219, 0.023], [-0.087, 0.020, 0.086], [-0.306, 0.062, -0.252], [0.062, 0.009, -0.046], [0.247, 0.137, 0.091], [0.043, 0.290, 0.087], [0.001, -0.536, 0.162], [-0.149, -0.215, 0.085], [0.182, 0.133, 0.011], [-0.107, 0.197, 0.269], [-0.112, -0.128, 0.042], [-0.108, 0.265, -0.099], [0.135, 0.151, -0.115], [-0.038, 0.058, 0.013], [-0.039, -0.045, -0.239], [0.052, -0.134, -0.144], [0.104, 0.195, -0.125], [0.083, 0.030, 0.155], [0.294, 0.820, -0.652], [-0.117, -0.343, 0.396], [-0.034, -0.025, -0.182], [-0.369, 0.195, -0.423], [0.204, -0.455, 0.705], [0.035, -0.211, 0.249], [-0.102, -0.262, 0.083], [-0.084, -0.072, 0.132], [0.251, -0.035, 0.068], [-0.038, 0.140, -0.214], [0.007, 0.128, -0.200], [-0.069, 0.086, -0.071], [-0.783, -0.151, -0.181], [0.124, 0.627, 0.437], [0.018, -0.160, -0.075], [-0.196, 0.298, -0.274], [0.457, -0.598, -0.257], [0.171, 0.043, 0.032], [0.101, -0.104, -0.138], [0.393, -0.018, -0.009], [0.033, -0.203, 0.433], [0.015, 0.062, 0.003], [-0.113, 0.240, -0.132], [-0.123, -0.008, 0.331]],
  "smiles": "O=C1OCCO1.O=C1OCCO1.O=C1OCCO1.O=C1OCCO1.O=C1OCCO1.O=C1OCCO1.CNC(C)=O.CNC(C)=O.CNC(C)=O.CNC(C)=O.CNC(C)=O",
  "total_charge": 0
}

=====

Here are the calculated Kohn-Sham gap numbers, same order: 6.7 8.8 (eV).
Here are the calculated LUMO numbers, same order: -4.14 0.25 (eV).
Here are the calculated strongest force on any atom numbers, same order: 7.72 1.26 (eV/Å).